#1
{
  "formula": "C7H6N2O2",
  "method": "ωB97M-V/def2-TZVPD",
  "e_lumo_ev": -0.92,
  "charge": 0,
  "smiles": "NC(=O)c1cccc(N=O)c1",
  "species": ["C", "C", "C", "C", "C", "C", "C", "H", "H", "H", "H", "H", "H", "N", "N", "O", "O"],
  "positions_angstrom": [[0.514, -1.881, -1.036], [-0.245, -0.785, -0.392], [-1.153, -1.061, 0.670], [-1.432, -0.103, 1.592], [-0.990, 1.218, 1.507], [-0.078, 1.508, 0.483], [0.303, 0.483, -0.406], [0.344, -3.152, 0.560], [0.943, -3.947, -0.926], [-1.762, -2.039, 0.770], [-2.000, -0.430, 2.511], [-1.444, 1.936, 2.188], [1.205, 0.803, -1.072], [0.344, -3.217, -0.558], [0.189, 2.968, 0.505], [1.027, -1.681, -2.066], [1.156, 3.218, -0.206]],
  "lowdin_charge": [-0.53, -0.14, -0.05, -0.10, -0.02, -0.22, 0.04, 0.15, 0.09, 0.15, 0.13, 0.12, 0.16, 0.12, 0.03, 0.11, -0.02]
}



#2
{
  "formula": "C7H6N2O2",
  "method": "ωB97M-V/def2-TZVPD",
  "e_lumo_ev": [-1.37, -1.37],
  "charge": 0,
  "smiles": "C=C/C=C\\C=C(/C#N)[N+](=O)[O-]",
  "species": ["C", "C", "C", "C", "C", "C", "C", "N", "N", "O", "O", "H", "H", "H", "H", "H", "H"],
  "positions_angstrom": [[0.892, 0.218, 2.517], [0.329, 0.685, -0.916], [-0.721, 1.379, -0.123], [0.893, -0.462, -0.641], [-0.987, 0.999, 1.127], [0.352, -1.447, 0.344], [-0.311, -0.059, 1.932], [1.954, 0.414, 2.920], [-1.107, -1.017, 2.739], [-2.262, -1.246, 2.446], [-0.442, -1.617, 3.523], [0.659, 1.370, -1.702], [-1.006, 2.379, -0.520], [1.651, -0.719, -1.291], [-1.730, 1.578, 1.720], [-0.456, -1.952, 0.013], [0.977, -2.108, 0.944]],
  "lowdin_charge": [-0.22, -0.10, -0.06, -0.12, -0.05, 0.13, -0.20, 0.21, -0.39, 0.09, 0.09, 0.11, 0.12, 0.08, 0.13, 0.06, 0.11]
}



What is the stability order? It is #1, #2, from most stable to least stable.



#1
{
  "formula": "C2H6N4O",
  "method": "ωB97M-V/def2-TZVPD",
  "e_lumo_ev": -0.48,
  "charge": 0,
  "smiles": "[H]/N=N\\C(N)=O.C=N",
  "species": ["C", "N", "N", "N", "O", "H", "H", "H", "C", "N", "H", "H", "H"],
  "positions_angstrom": [[0.892, -1.056, -0.174], [0.647, -1.783, -1.276], [0.775, 0.367, -0.452], [1.057, 1.129, 0.504], [1.158, -1.482, 0.926], [0.453, -1.324, -2.149], [0.672, -2.787, -1.230], [1.343, 0.598, 1.357], [-1.546, 1.519, 0.794], [-1.804, 0.818, -0.188], [-0.919, 0.500, -0.693], [-0.423, 1.625, 1.107], [-2.305, 1.877, 1.475]],
  "lowdin_charge": [-0.60, 0.19, -0.06, 0.05, 0.06, 0.11, 0.12, 0.09, -0.14, 0.04, 0.02, 0.05, 0.07]
}



#2
{
  "formula": "C2H6N4O",
  "method": "ωB97M-V/def2-TZVPD",
  "e_lumo_ev": [0.84, 0.43],
  "charge": 0,
  "species": ["N", "N", "N", "C", "C", "N", "O", "H", "H", "H", "H", "H", "H"],
  "positions_angstrom": [[-0.138, 1.497, -0.340], [-1.195, 1.205, 0.535], [-0.836, -1.549, -0.255], [0.402, 0.453, -0.956], [0.315, -0.923, -0.648], [1.407, 0.362, 1.019], [2.538, 0.626, 1.037], [-0.859, 0.646, 1.324], [-1.525, 2.089, 0.901], [-1.552, -1.022, 0.222], [-0.828, -2.544, -0.112], [1.201, 0.722, -1.636], [1.070, -1.564, -1.092]],
  "lowdin_charge": [-0.07, -0.04, 0.08, -0.29, -0.21, 0.03, 0.00, 0.06, 0.07, 0.07, 0.09, 0.10, 0.11]
}



#3
{
  "formula": "C2H6N4O",
  "method": "ωB97M-V/def2-TZVPD",
  "e_lumo_ev": 0.31,
  "charge": 0,
  "smiles": "[H]/N=C(/C=N/N)NO",
  "species": ["N", "C", "N", "C", "O", "N", "N", "H", "H", "H", "H", "H", "H"],
  "positions_angstrom": [[1.147, -1.022, -0.425], [0.415, -0.607, 0.696], [-2.065, 1.087, -1.256], [-0.755, 0.254, 0.366], [2.523, -0.754, -0.370], [-0.861, 0.596, -0.897], [0.821, -0.712, 1.921], [2.638, -0.194, 0.424], [0.727, -0.912, -1.353], [-1.977, 2.016, -1.670], [-2.795, 1.076, -0.544], [1.634, -1.337, 1.933], [-1.451, 0.508, 1.176]],
  "lowdin_charge": [-0.05, -0.43, -0.01, -0.08, -0.05, -0.06, 0.11, 0.09, 0.12, 0.10, 0.08, 0.05, 0.12]
}



What is the stability order? It is #1, #3, #2, from most stable to least stable.



#1
{
  "formula": "C5H15NO2",
  "method": "ωB97M-V/def2-TZVPD",
  "e_lumo_ev": [-2.92, -8.04],
  "charge": 1,
  "s2": 0.755,
  "multiplicity": 2,
  "species": ["C", "C", "C", "O", "C", "N", "C", "H", "H", "H", "H", "H", "H", "H", "H", "H", "H", "H", "H", "H", "H", "H", "O"],
  "positions_angstrom": [[0.053, 0.168, -1.450], [0.912, 0.735, -0.334], [0.789, 2.261, -0.073], [2.199, 0.605, -0.973], [-1.444, -0.001, -1.004], [-1.842, -1.310, -0.547], [-1.280, -1.694, 0.809], [0.392, -0.642, -2.106], [-0.113, 0.960, -2.279], [0.943, 0.197, 0.594], [-0.295, 2.555, -0.166], [0.915, 2.527, 0.980], [1.420, 2.840, -0.746], [2.220, 0.255, -1.886], [-1.583, 0.857, -0.320], [-2.095, 0.132, -1.842], [-1.519, -1.925, -1.289], [-1.609, -0.901, 1.529], [-0.203, -1.568, 0.910], [-1.825, -2.610, 1.101], [1.203, -0.257, 2.668], [0.065, -0.767, 3.748], [0.412, -0.742, 2.863]],
  "lowdin_charge": [-0.11, -0.38, -0.01, -0.06, -0.16, 0.14, 0.00, 0.13, 0.17, 0.10, 0.09, 0.08, 0.10, 0.11, 0.14, 0.13, 0.16, 0.11, 0.08, 0.12, 0.04, 0.06, -0.04]
}



#2
{
  "formula": "C5H15NO2",
  "method": "ωB97M-V/def2-TZVPD",
  "e_lumo_ev": [-3.08, -8.48],
  "charge": 1,
  "s2": 0.755,
  "multiplicity": 2,
  "species": ["C", "N", "C", "O", "C", "C", "C", "H", "H", "H", "H", "H", "H", "H", "H", "H", "H", "H", "H", "H", "H", "H", "O"],
  "positions_angstrom": [[0.058, 1.136, 0.194], [0.207, 0.026, -0.802], [1.061, 0.490, -1.925], [1.004, -0.204, -3.094], [-0.838, 0.682, 1.348], [-0.370, -0.544, 2.109], [1.030, -0.425, 2.719], [-0.327, 2.093, -0.194], [1.055, 1.299, 0.622], [-0.679, -0.171, -1.292], [0.901, 1.572, -2.050], [2.106, 0.499, -1.561], [0.086, -0.165, -3.430], [-0.843, 1.493, 2.090], [-1.864, 0.629, 0.973], [-0.338, -1.431, 1.452], [-1.191, -0.825, 2.762], [1.798, -0.455, 1.938], [1.228, -1.387, 3.209], [1.310, 0.446, 3.308], [-1.781, -1.724, -2.036], [-1.802, -1.866, -3.499], [-1.814, -1.170, -2.838]],
  "lowdin_charge": [-0.15, 0.23, -0.24, 0.04, -0.21, -0.26, -0.09, 0.16, 0.13, 0.13, 0.18, 0.17, 0.10, 0.13, 0.12, 0.11, 0.11, 0.06, 0.09, 0.08, 0.07, 0.07, -0.04]
}



What is the stability order? It is #2, #1, from most stable to least stable.